DFT (ωB97M-V/def2-TZVPD) results for 14 unconnected molecules or ions with the total composition C30H45Br2Cl26N2O3P in a non-equilibrium geometry.

Structure (XYZ):
```
109
Properties=species:S:1:pos:R:3:mulliken_charge:R:1
C 1.15 5.03 2.56 -0.785
C 1.60 4.42 1.06 -0.227
C 0.25 4.11 0.23 -0.707
C 0.05 2.67 -0.47 1.233
C -0.60 3.00 -1.99 0.001
N -1.02 3.35 -3.18 -0.801
C 1.34 1.75 -0.80 1.600
C 0.69 0.61 -1.84 -0.322
N 0.26 -0.38 -2.60 -0.700
C 2.06 0.94 0.38 -0.973
C 1.47 0.82 1.86 0.673
C 0.45 -0.46 2.18 -0.029
C -0.22 -0.73 3.69 -0.518
C 0.12 0.25 4.98 -0.443
C 1.14 1.51 4.70 -0.625
C 1.79 1.76 3.19 -0.437
C 2.51 2.47 -1.75 -0.150
Br 2.56 4.41 -2.31 -0.109
C 3.67 1.70 -2.35 -0.390
C 3.93 0.10 -2.17 0.322
Br 5.08 2.64 -3.50 -0.176
P -1.44 1.88 0.41 0.323
O -1.46 2.11 2.01 -0.555
O -2.85 2.82 -0.14 -0.252
O -1.82 0.24 0.03 -0.475
H 0.46 4.21 3.08 0.002
H 0.46 5.98 2.42 0.260
H 2.10 5.21 3.21 0.347
H 2.15 5.34 0.54 0.333
H 2.41 3.58 1.13 0.239
H 0.17 4.95 -0.62 0.405
H -0.67 4.36 0.96 0.032
H 3.18 1.35 0.47 0.583
H 2.22 -0.18 -0.01 0.405
H 0.16 -1.23 1.31 0.184
H -0.96 -1.63 3.91 0.076
H -0.29 0.11 6.06 0.394
H 1.47 2.25 5.57 0.302
H 2.53 2.66 3.09 0.446
H 4.91 -0.23 -2.76 0.208
H 3.07 -0.59 -2.62 -0.002
H 4.13 -0.25 -1.05 -0.411
H -3.28 2.22 -0.85 0.293
H -2.12 0.23 -0.93 0.364
C -3.19 -4.11 3.76 0.012
Cl -1.96 -3.04 3.09 0.033
Cl -3.36 -3.88 5.51 -0.166
H -4.15 -3.89 3.28 0.309
H -2.91 -5.15 3.57 -0.146
C 6.11 -1.27 -5.88 -0.304
Cl 5.31 -2.43 -4.81 -0.113
Cl 7.21 -0.23 -4.97 -0.147
H 6.68 -1.81 -6.64 0.367
H 5.35 -0.65 -6.36 0.202
C -2.54 4.56 3.82 0.459
Cl -2.31 5.18 5.46 -0.194
Cl -2.26 5.82 2.61 -0.177
H -1.84 3.74 3.65 -0.407
H -3.57 4.20 3.72 0.350
C -1.73 0.81 -5.48 0.254
Cl -3.41 0.61 -5.98 -0.179
Cl -0.67 1.02 -6.87 -0.156
H -1.65 1.69 -4.83 -0.022
H -1.42 -0.08 -4.93 0.101
C 0.22 -3.33 6.81 -0.163
Cl 0.45 -2.71 8.45 -0.189
Cl 0.50 -2.07 5.61 0.061
H 0.92 -4.15 6.64 0.263
H -0.81 -3.70 6.71 0.030
C -5.94 3.86 -0.71 0.380
Cl -6.16 3.14 -2.31 -0.190
Cl -6.43 2.74 0.56 -0.180
H -4.88 4.11 -0.58 0.027
H -6.55 4.77 -0.65 -0.053
C -1.14 -7.88 3.47 -0.274
Cl -2.69 -7.89 4.32 -0.149
Cl -0.94 -6.39 2.53 -0.114
H -0.33 -7.95 4.20 0.264
H -1.11 -8.73 2.79 0.294
C 4.49 -2.23 5.24 0.011
Cl 4.02 -0.61 5.76 -0.124
Cl 3.47 -3.47 5.98 -0.140
H 4.40 -2.30 4.15 -0.117
H 5.53 -2.41 5.54 0.361
C 5.80 -2.33 0.70 -0.466
Cl 4.23 -1.52 0.69 -0.051
Cl 5.74 -3.83 1.63 -0.149
H 6.08 -2.57 -0.33 0.343
H 6.55 -1.67 1.14 0.326
C -3.45 -3.31 -6.47 0.042
Cl -4.22 -3.88 -7.96 -0.158
Cl -2.17 -4.41 -5.95 -0.131
H -3.02 -2.32 -6.65 -0.106
H -4.21 -3.24 -5.68 0.342
C 2.21 -4.06 -4.37 -0.162
Cl 2.34 -3.28 -2.79 -0.050
Cl 0.55 -4.57 -4.69 -0.175
H 2.52 -3.35 -5.14 -0.027
H 2.86 -4.93 -4.39 0.378
C 0.34 -2.84 -7.79 0.800
Cl 0.30 -4.06 -9.07 -0.162
Cl 1.84 -1.91 -7.85 -0.161
H -0.51 -2.17 -7.91 0.125
H 0.27 -3.34 -6.82 -0.565
C -9.49 4.75 1.35 -0.172
Cl -8.27 5.71 0.50 -0.175
Cl -11.11 5.41 1.11 -0.161
H -9.46 3.72 0.97 0.211
H -9.26 4.75 2.42 0.297
```

Results
HOMO-LUMO gap = 7.70 eV
electronic energy = -18959.05032 hartree
highest occupied orbital energy = -0.3027 hartree



DFT (ωB97M-V/def2-TZVPD) results for a molecular structure, C30H45BrCdN2P2 in a non-equilibrium geometry.

Structure (XYZ):
```
81
Properties=species:S:1:pos:R:3:mulliken_charge:R:1
N 5.43 -5.27 -2.07 -0.486
C 5.81 -4.38 -1.14 -0.433
C 5.02 -3.28 -0.80 -0.436
C 3.75 -3.07 -1.42 0.752
C 3.33 -4.12 -2.29 -0.304
C 4.21 -5.15 -2.58 -0.357
C 2.94 -1.94 -0.99 -0.568
Cd 0.30 -0.08 -0.36 2.166
P -1.85 0.25 1.26 0.655
C 1.51 -1.84 -0.76 -1.256
C 1.04 -2.06 0.71 0.563
C 0.30 -3.17 1.25 -0.188
C 0.58 -3.72 2.54 -0.707
C 1.49 -3.04 3.45 -0.105
C 2.19 -1.94 2.90 -1.056
C 1.88 -1.39 1.66 -0.244
Br 1.03 -2.97 5.24 -0.042
H 3.61 -1.20 -0.48 0.334
H 0.82 -2.19 -1.59 0.860
H 5.45 -2.63 -0.03 0.351
H 2.35 -4.06 -2.77 0.419
H 6.80 -4.58 -0.73 0.383
H 3.90 -5.92 -3.29 0.371
H -0.45 -3.65 0.62 0.507
H 2.36 -0.46 1.38 0.757
H 0.05 -4.58 2.88 0.487
H 2.94 -1.36 3.45 0.437
P -1.01 0.99 -2.16 0.070
C -1.86 -0.03 3.17 -0.444
C -3.16 -0.30 3.96 -1.457
H -1.47 0.94 3.52 0.482
H -1.14 -0.80 3.43 0.266
H -2.96 -0.52 5.02 0.441
H -3.82 0.58 3.96 0.236
H -3.74 -1.14 3.56 0.333
C -3.47 -0.71 0.87 -0.760
C -4.85 -0.16 1.28 -1.433
H -3.31 -1.63 1.45 0.654
H -3.53 -0.94 -0.21 0.299
H -5.71 -0.80 1.00 0.443
H -4.88 -0.11 2.37 0.199
H -5.06 0.85 0.87 0.290
C -2.65 1.95 1.20 -0.219
C -3.52 2.41 2.39 -1.582
H -3.27 1.87 0.29 0.144
H -1.90 2.73 1.03 0.386
H -3.87 3.45 2.31 0.443
H -4.43 1.80 2.46 0.249
H -3.00 2.30 3.35 0.339
C -1.46 2.78 -2.15 -0.247
C -1.24 3.58 -3.44 -1.422
H -0.93 3.25 -1.32 0.233
H -2.53 2.86 -1.89 0.531
H -0.19 3.75 -3.66 0.291
H -1.66 3.07 -4.31 0.318
H -1.74 4.56 -3.39 0.416
C -2.64 0.30 -2.69 -0.569
C -2.71 -1.20 -3.02 -1.288
H -3.02 0.87 -3.55 0.538
H -3.31 0.51 -1.85 0.206
H -2.04 -1.45 -3.85 0.388
H -2.45 -1.84 -2.16 0.237
H -3.75 -1.44 -3.30 0.395
C 0.23 0.78 -3.50 -0.667
C 1.61 1.33 -3.11 -1.084
H -0.11 1.19 -4.46 0.560
H 0.34 -0.31 -3.63 0.461
H 2.42 0.73 -3.53 0.334
H 1.76 2.37 -3.41 0.240
H 1.80 1.33 -2.03 0.056
C 3.29 4.26 1.55 -0.303
C 2.87 3.24 2.40 -0.886
C 2.03 2.24 1.90 -0.039
N 1.48 2.32 0.67 0.040
C 1.75 3.41 -0.08 -0.003
C 2.72 4.37 0.29 -0.975
H 4.07 4.97 1.87 0.387
H 3.20 3.18 3.45 0.429
H 1.83 1.35 2.52 0.388
H 1.22 3.55 -1.03 0.339
H 3.00 5.13 -0.42 0.460
```

Results
ΔE to the lowest compared entry with this formula, charge and spin = 0.5222 eV
HOMO-LUMO gap (alpha / beta) = 5.65 / 5.64 eV
net charge = +2
electronic energy = -4703.41431 hartree
highest occupied orbital energy (alpha / beta) = -0.4852 / -0.4852 hartree



DFT (ωB97M-V/def2-TZVPD) results for a molecular structure, C30H45BrO2P2Re in a non-equilibrium geometry.

Structure (XYZ):
```
81
Properties=species:S:1:pos:R:3:mulliken_charge:R:1
Re 0.83 -0.84 1.25 0.736
C -1.03 -0.99 2.13 0.882
C -0.80 -2.17 1.33 1.288
C 0.84 -2.07 2.98 0.781
C -0.03 -0.96 3.16 1.163
C 0.38 -2.81 1.83 -0.589
C -2.36 -0.37 2.25 -1.749
H -3.04 -0.72 1.49 0.443
H -2.34 0.70 2.12 0.313
H -2.87 -0.51 3.20 0.397
C -0.24 -0.21 4.44 -1.101
H -1.31 -0.15 4.62 0.357
H 0.15 0.81 4.44 -0.276
H 0.21 -0.70 5.29 0.426
C 1.92 -2.45 3.95 -1.385
H 1.56 -2.63 4.98 0.330
H 2.68 -1.67 3.99 0.229
H 2.35 -3.40 3.65 0.402
C 0.99 -4.01 1.20 -1.372
H 1.42 -4.66 1.96 0.379
H 1.77 -3.59 0.56 0.358
H 0.30 -4.59 0.57 0.347
C -1.76 -2.75 0.36 -1.608
H -2.19 -3.69 0.73 0.386
H -1.26 -3.01 -0.57 0.497
H -2.56 -2.03 0.16 0.206
C -2.31 2.31 -1.39 -0.615
C -2.47 1.55 -2.67 -0.252
C -3.73 0.50 -2.91 -1.287
C -3.52 -0.93 -3.35 -0.542
C -2.16 -1.66 -3.27 -0.282
C -1.01 -1.21 -2.78 -0.950
C -0.12 1.09 -1.09 1.344
C -0.96 2.23 -0.65 -0.794
H -4.44 0.84 -3.68 0.232
H -3.93 -1.16 -4.37 0.520
H -4.33 0.53 -2.00 0.515
H -0.28 3.11 -0.73 0.544
H -3.12 2.25 -0.65 0.510
H -2.77 2.38 -3.33 0.494
H -1.17 2.30 0.43 -0.280
H -0.12 0.18 -0.31 -2.628
H -0.87 -1.23 -1.62 0.319
H 0.91 1.48 -1.19 0.600
H -4.23 -1.50 -2.66 0.378
H -2.04 -2.50 -3.99 0.374
P -0.72 1.12 -3.15 1.849
C -0.25 2.93 -3.34 -1.507
C -1.44 1.11 -5.06 -1.343
P 1.20 -0.76 -2.37 1.783
C 0.87 0.47 -3.77 -1.406
C 1.68 -2.13 -3.55 -1.333
C 2.96 -0.03 -2.10 -1.042
H 0.79 2.98 -3.03 0.508
H -0.85 3.64 -2.76 0.513
H -0.32 3.25 -4.37 0.377
H -1.03 1.90 -5.68 0.397
H -2.54 1.18 -5.16 0.346
H -1.13 0.18 -5.49 0.457
H 3.25 0.70 -2.88 0.401
H 3.79 -0.77 -2.17 0.446
H 3.14 0.50 -1.14 0.071
H 1.76 1.12 -3.77 0.351
H 0.85 -0.11 -4.70 0.462
H 2.66 -2.54 -3.26 0.484
H 1.78 -1.71 -4.56 0.401
H 0.86 -2.86 -3.52 0.312
Br -0.23 3.23 2.77 0.022
C 1.30 2.73 3.81 -0.344
C 1.31 2.85 5.22 -0.256
C 2.37 2.26 5.94 -0.583
C 3.31 1.49 5.32 -0.677
C 3.27 1.32 3.92 -0.379
C 2.34 2.03 3.13 1.184
C 2.34 1.85 1.65 -0.294
O 2.42 2.87 0.97 -0.562
O 2.29 0.62 1.20 -0.565
H 0.51 3.38 5.73 0.466
H 2.40 2.45 6.99 0.448
H 4.09 0.99 5.92 0.423
H 4.01 0.66 3.43 0.547
```

Results
ΔE to the lowest compared entry with this formula, charge and spin = 11.2544 eV
multiplicity = 4
HOMO-LUMO gap (alpha / beta) = 4.85 / 5.15 eV
net charge = +2
electronic energy = -4654.52508 hartree
highest occupied orbital energy (alpha / beta) = -0.4930 / -0.5066 hartree



DFT (ωB97M-V/def2-TZVPD) results for 3 unconnected molecules or ions with the total composition C30H45F13N2O6P in a non-equilibrium geometry.

Structure (XYZ):
```
97
Properties=species:S:1:pos:R:3:mulliken_charge:R:1
C -0.64 -0.48 5.85 -0.455
C 0.31 -0.86 5.20 -0.255
P 1.66 -1.76 4.14 0.412
O 1.50 -0.47 2.97 -0.406
C 2.08 -0.90 1.73 0.392
C 1.22 -0.39 0.51 -0.776
C 0.37 -1.49 -0.24 -0.723
C -1.15 -1.07 -0.47 0.403
F -1.63 -1.93 -1.46 -0.375
F -1.12 0.25 -0.94 -0.287
C -2.00 -1.18 0.89 0.580
F -1.70 -0.02 1.59 -0.089
F -1.49 -2.21 1.66 -0.263
C -3.54 -1.33 0.58 0.781
F -3.88 -2.59 0.10 -0.299
F -3.81 -0.46 -0.47 -0.312
C -4.53 -0.92 1.74 0.444
F -5.82 -1.04 1.21 -0.316
F -4.42 0.42 2.09 -0.186
C -4.40 -1.74 3.09 0.574
F -5.43 -1.26 3.92 -0.328
F -3.25 -1.45 3.78 -0.197
C -4.64 -3.29 2.99 0.586
F -5.71 -3.66 2.23 -0.246
F -3.55 -4.01 2.58 -0.192
F -4.92 -3.73 4.28 -0.272
C 2.51 -2.41 1.85 0.215
C 3.39 -3.06 0.75 0.000
C 3.89 -4.43 1.04 -0.634
C 4.70 -5.22 0.12 -0.408
C 5.03 -4.62 -1.20 -0.415
C 4.56 -3.26 -1.49 -0.498
C 3.74 -2.46 -0.54 0.028
O 2.93 -2.54 3.22 -0.562
H -1.62 -0.38 6.35 0.322
H 2.69 -1.10 4.89 -0.060
H 1.77 -2.80 5.16 0.032
H 0.57 -2.57 3.65 -0.239
H 3.05 -0.31 1.67 0.226
H 1.94 0.06 -0.23 0.642
H 0.61 0.49 0.88 0.165
H 0.42 -2.52 0.19 0.534
H 0.79 -1.57 -1.28 -0.298
H 1.59 -3.08 1.84 0.048
H 3.63 -4.89 2.03 0.286
H 5.02 -6.25 0.43 0.310
H 5.62 -5.23 -1.91 0.335
H 4.81 -2.82 -2.49 0.218
H 3.39 -1.43 -0.80 0.281
C 3.96 -1.18 -8.78 -0.714
O 3.25 -0.06 -8.27 -0.330
C 1.84 -0.18 -8.40 -0.809
C 1.19 -0.34 -7.03 -0.160
N 1.49 -1.64 -6.45 -0.333
C 1.13 -1.76 -5.03 -0.923
C 1.84 -0.84 -4.04 0.685
O 3.23 -1.12 -3.88 -0.266
C 4.07 -0.51 -4.84 -0.667
H 5.02 -0.93 -8.79 0.236
H 3.83 -2.05 -8.13 0.300
H 3.64 -1.42 -9.79 0.339
H 1.55 -0.99 -9.08 0.408
H 1.49 0.76 -8.84 0.390
H 0.10 -0.24 -7.13 0.375
H 1.55 0.48 -6.39 0.188
H 2.49 -1.81 -6.53 0.112
H 1.34 -2.79 -4.74 0.402
H 0.05 -1.62 -4.94 0.430
H 1.39 -1.02 -3.06 -0.544
H 1.67 0.22 -4.24 0.292
H 3.68 0.45 -5.19 0.350
H 4.23 -1.18 -5.69 0.181
H 5.04 -0.34 -4.38 0.315
C -2.05 7.26 4.93 -0.729
O -2.67 6.03 5.26 -0.328
C -4.01 5.93 4.79 -0.839
C -4.11 4.90 3.67 -0.100
N -3.46 5.37 2.45 -0.339
C -3.29 4.34 1.43 -1.111
C -2.39 3.14 1.77 0.375
O -1.02 3.47 1.91 -0.450
C -0.65 3.95 3.20 -0.662
H -1.10 7.32 5.47 0.238
H -1.84 7.32 3.86 0.305
H -2.67 8.11 5.23 0.339
H -4.42 6.90 4.48 0.404
H -4.61 5.58 5.63 0.392
H -5.17 4.70 3.46 0.388
H -3.66 3.97 4.03 0.146
H -2.55 5.73 2.69 0.117
H -2.86 4.83 0.55 0.411
H -4.28 3.97 1.13 0.377
H -2.44 2.45 0.92 0.081
H -2.75 2.57 2.64 0.132
H -1.25 3.50 4.00 0.261
H -0.71 5.04 3.23 0.250
H 0.40 3.68 3.37 0.360
```

Results
HOMO-LUMO gap = 6.45 eV
net charge = -1
electronic energy = -3370.44198 hartree
highest occupied orbital energy = -0.1574 hartree



DFT (ωB97M-V/def2-TZVPD) results for a molecular structure, C30H45F2Sn in a non-equilibrium geometry.

Structure (XYZ):
```
78
Properties=species:S:1:pos:R:3:mulliken_charge:R:1
C -3.69 -4.92 -3.22 -1.388
C -3.23 -3.97 -2.12 -0.231
C -2.15 -3.00 -2.60 -0.322
C -1.67 -2.04 -1.50 -1.251
Sn 0.42 -2.32 -1.13 0.575
C 0.77 -4.36 -0.59 -1.179
C 0.00 -4.70 0.67 -0.173
C 0.21 -6.14 1.14 -0.458
C -0.56 -6.47 2.41 -1.292
C 1.48 -2.00 -2.96 -1.494
C 1.22 -0.57 -3.45 0.201
C 0.58 -0.48 -4.83 -0.500
C 0.32 0.96 -5.25 -1.340
C 1.02 -1.03 0.46 -1.326
C 0.84 0.36 0.01 -0.252
C 1.77 1.09 -0.61 1.165
C 1.43 2.48 -1.04 -1.498
C 3.13 0.56 -0.88 -1.695
H -4.47 -5.61 -2.86 0.395
H -4.10 -4.39 -4.07 0.323
H -2.86 -5.53 -3.59 0.308
H -4.09 -3.40 -1.74 0.370
H -2.86 -4.54 -1.26 0.081
H -1.29 -3.57 -2.99 0.216
H -2.52 -2.43 -3.47 0.366
H -1.81 -0.99 -1.78 0.499
H -2.21 -2.19 -0.56 0.627
H 0.46 -4.99 -1.43 0.385
H 1.84 -4.50 -0.46 0.517
H 0.28 -4.00 1.47 0.235
H -1.07 -4.51 0.51 0.117
H -0.07 -6.83 0.34 0.319
H 1.29 -6.32 1.30 0.311
H -0.39 -7.49 2.74 0.387
H -0.27 -5.81 3.23 0.312
H -1.63 -6.34 2.26 0.305
H 2.54 -2.20 -2.77 0.523
H 1.15 -2.74 -3.69 0.640
H 0.59 -0.05 -2.73 -0.149
H 2.16 0.01 -3.46 0.402
H 1.22 -0.98 -5.57 0.383
H -0.36 -1.05 -4.84 0.175
H -0.13 1.03 -6.24 0.390
H -0.35 1.46 -4.54 0.301
H 1.25 1.54 -5.26 0.324
H 0.41 -1.25 1.34 0.520
H 2.06 -1.23 0.74 0.445
H -0.13 0.81 0.17 0.468
H 2.26 2.94 -1.58 0.434
H 0.56 2.48 -1.69 0.265
H 1.21 3.10 -0.17 0.214
H 3.72 1.24 -1.50 0.387
H 3.68 0.40 0.05 0.379
H 3.09 -0.40 -1.40 0.285
F 0.74 1.03 4.29 -0.371
C -0.18 1.99 4.56 0.207
C -1.21 1.74 5.45 -0.550
C -2.14 2.73 5.73 -0.500
C -2.03 3.96 5.15 -0.873
C -0.98 4.26 4.26 1.245
C -0.89 5.55 3.67 -1.348
C 0.09 6.03 2.77 1.104
C 0.02 7.36 2.30 -0.839
C 0.97 7.85 1.43 -0.546
C 2.00 7.04 1.00 -0.607
C 2.09 5.72 1.42 0.223
F 3.11 4.93 1.00 -0.367
C 1.15 5.24 2.29 -0.173
C -0.08 3.23 3.98 -0.409
H -1.27 0.78 5.92 0.405
H -2.93 2.53 6.44 0.357
H -2.76 4.73 5.36 0.354
H -1.63 6.26 3.98 0.170
H -0.79 7.98 2.63 0.356
H 0.92 8.87 1.11 0.361
H 2.76 7.42 0.34 0.405
H 1.18 4.13 2.71 0.202
H 0.80 3.50 3.23 0.194
```

Results
ΔE to the lowest compared entry with this formula, charge and spin = 0.4528 eV
HOMO-LUMO gap = 4.27 eV
net charge = -1
electronic energy = -1584.04461 hartree
highest occupied orbital energy = -0.0785 hartree



Number 2 is which compound? C30H45BrCdN2P2